[1]
This record from the Open Molecules 2025 dataset describes a structure of composition C26H40As2BBr2KN6. The level of theory is ωB97M-V/def2-TZVPD.

The geometry in XYZ format:
```
78
Properties=species:S:1:pos:R:3:mulliken_charge:R:1
K 0.300 -0.420 -0.690 1.20
C 0.140 -0.231 -4.963 -1.32
C -1.125 -0.187 -4.159 0.43
C -2.444 0.003 -4.623 -1.16
C -3.225 -0.057 -3.491 0.72
C -4.704 0.080 -3.334 -1.37
N -2.404 -0.275 -2.439 1.08
N -1.101 -0.348 -2.849 -0.13
B -2.778 -0.324 -0.937 -1.58
N -2.179 0.958 -0.210 1.86
N -1.170 1.657 -0.841 -0.68
C -1.311 2.917 -0.497 0.39
C -0.438 3.966 -1.107 -1.38
C -2.402 3.083 0.388 -1.22
C -2.924 1.825 0.537 0.44
C -4.085 1.378 1.361 -1.19
N -2.385 -1.726 -0.321 1.12
N -1.344 -2.447 -0.877 -0.50
C -1.628 -3.721 -0.694 0.57
C -0.780 -4.814 -1.261 -1.42
C -2.845 -3.869 0.011 -1.23
C -3.296 -2.590 0.213 0.55
C -4.550 -2.141 0.887 -1.08
H -0.039 0.095 -5.988 0.36
H 0.562 -1.237 -5.006 0.19
H 0.905 0.426 -4.541 0.23
H -2.779 0.156 -5.637 0.42
H -5.162 0.213 -4.314 0.36
H -4.970 0.938 -2.715 0.25
H -5.145 -0.803 -2.870 0.25
H -3.971 -0.237 -0.833 -0.27
H 0.506 3.540 -1.446 0.15
H -0.224 4.781 -0.414 0.35
H -0.927 4.396 -1.983 0.35
H -2.759 3.990 0.851 0.45
H -4.563 2.242 1.822 0.37
H -3.771 0.705 2.162 0.22
H -4.829 0.850 0.765 0.25
H -0.014 -4.399 -1.913 0.21
H -1.399 -5.495 -1.849 0.34
H -0.288 -5.408 -0.489 0.29
H -3.336 -4.781 0.316 0.42
H -5.070 -3.007 1.297 0.37
H -5.226 -1.630 0.202 0.20
H -4.345 -1.455 1.710 0.14
Br 3.106 -1.360 -2.259 -0.10
C 3.257 -3.245 -1.886 -0.63
Br 2.387 -3.791 -0.265 -0.08
H 4.310 -3.472 -1.799 0.45
H 2.791 -3.779 -2.702 0.41
C 4.527 -1.635 1.947 -1.17
As 2.728 -0.890 1.907 0.66
C 1.886 -2.114 3.184 -1.20
C 3.029 0.635 3.105 -0.01
C 3.488 0.432 4.404 -0.41
C 3.634 1.495 5.283 -0.91
C 3.319 2.778 4.860 -0.67
C 2.888 2.993 3.557 -0.38
C 2.752 1.931 2.662 0.07
As 2.125 2.237 0.813 0.80
C 2.336 4.181 0.776 -1.65
C 3.842 1.895 -0.104 -0.95
H 4.903 -1.684 2.968 0.40
H 5.189 -1.009 1.351 0.31
H 4.499 -2.634 1.516 0.40
H 2.485 -2.237 4.085 0.39
H 1.764 -3.085 2.706 0.35
H 0.902 -1.730 3.449 0.35
H 3.727 -0.570 4.742 0.22
H 3.981 1.318 6.293 0.38
H 3.410 3.618 5.537 0.39
H 2.657 4.001 3.245 0.36
H 3.289 4.463 1.220 0.50
H 1.516 4.674 1.297 0.38
H 2.319 4.490 -0.267 0.47
H 4.628 2.513 0.328 0.33
H 3.725 2.140 -1.161 0.39
H 4.120 0.845 -0.030 0.15
```

Charge: 0
Strongest force on any atom: 1.0 eV/A
DFT total energy: -11587.721897 hartree
Kohn-Sham gap: 7.920 eV
HOMO: -7.86 eV
Relative energy (zero: lowest compared OMol25 entry of this formula, charge and spin): 31.2 kcal per mole

[2]
This record from the Open Molecules 2025 dataset describes a cluster of 8 separate species, H16O8 in total at a distorted geometry. The level of theory is ωB97M-V/def2-TZVPD.

The geometry in XYZ format:
```
24
Properties=species:S:1:pos:R:3:mulliken_charge:R:1
O -0.903 -1.914 2.760 -0.65
H -0.390 -1.548 2.011 0.34
H -1.783 -2.000 2.376 0.31
O -1.051 1.489 -1.051 -0.82
H -0.988 2.457 -1.083 0.30
H -0.698 1.193 -0.200 0.34
O -2.385 -1.031 -1.466 -0.68
H -1.866 -0.247 -1.256 0.43
H -2.993 -1.129 -0.721 0.31
O -0.065 -2.483 -1.306 -0.63
H -0.032 -3.439 -1.283 0.26
H -0.942 -2.250 -1.642 0.37
O 0.444 -0.124 0.439 -0.52
H 0.321 -0.985 0.008 0.25
H 1.187 0.260 -0.031 0.35
O 1.687 2.195 0.225 -0.64
H 1.982 2.123 1.144 0.34
H 2.517 2.196 -0.256 0.32
O 1.104 0.561 -2.436 -0.64
H 0.433 1.003 -1.924 0.39
H 0.567 -0.004 -3.031 0.30
O 1.511 1.328 2.608 -0.64
H 0.793 0.639 2.598 0.30
H 1.550 1.709 3.517 0.29
```

Charge: 0
Strongest force on any atom: 2.0 eV/A
DFT total energy: -611.526198 hartree
Kohn-Sham gap: 11.091 eV
SMILES string: O.O.O.O.O.O.O.O
HOMO: -10.78 eV
Relative energy (zero: lowest compared OMol25 entry of this formula, charge and spin): 35.4 kcal per mole

[3]
This record from the Open Molecules 2025 dataset describes a cluster of 2 separate species, C2H4N2 in total at a distorted geometry. The level of theory is ωB97M-V/def2-TZVPD.

The geometry in XYZ format:
```
8
Properties=species:S:1:pos:R:3:mulliken_charge:R:1
C 2.405 -0.435 0.844 -0.07
C 1.259 -0.091 0.809 -0.68
N -1.527 0.515 -0.850 -0.07
N -1.382 0.160 0.397 -0.30
H 3.430 -0.675 0.959 0.35
H -1.425 -0.122 -1.635 0.24
H -1.393 1.502 -1.030 0.27
H -1.366 -0.854 0.507 0.27
```

Charge: 0
Strongest force on any atom: 2.7 eV/A
DFT total energy: -187.863495 hartree
Kohn-Sham gap (alpha / beta): 8.900 / 6.972 eV
HOMO (alpha / beta): -9.35 / -8.58 eV
Relative energy (zero: lowest compared OMol25 entry of this formula, charge and spin): 159.9 kcal per mole

[4]
This record from the Open Molecules 2025 dataset describes an isolated molecule of C2H3N3O2 at a distorted geometry. The level of theory is ωB97M-V/def2-TZVPD.

The geometry in XYZ format:
```
10
Properties=species:S:1:pos:R:3:mulliken_charge:R:1
N 1.802 0.036 -0.342 -0.44
C 0.512 0.100 0.129 0.54
N 0.168 1.148 0.827 -0.45
O -1.153 0.991 1.178 -0.13
C -1.874 0.003 0.282 0.42
O -2.974 -0.448 0.380 -0.41
N -0.504 -0.772 -0.134 -0.25
H 2.054 -0.560 -1.113 0.21
H 2.274 0.933 -0.313 0.25
H -0.305 -1.432 -0.894 0.25
```

Charge: 0
Strongest force on any atom: 5.0 eV/A
DFT total energy: -392.694889 hartree
Kohn-Sham gap: 9.146 eV
SMILES string: Nc1noc(=O)[nH]1
HOMO: -8.93 eV
Relative energy (zero: lowest compared OMol25 entry of this formula, charge and spin): 61.9 kcal per mole